A 4-piece molecular cluster, C19H48FN3O14P3 overall, computed with ωB97M-V with the def2-TZVPD basis set.

```
! RIJCOSX wB97M-V def2-TZVPD def2/J DEFGRID3
* xyz 1 1
P -7.0977 0.6132 2.6154
P 2.3545 6.9032 -0.5980
P 0.8036 -6.4879 -1.3935
F 3.0242 0.7197 1.0135
O -5.8793 -0.4792 2.7285
O 1.0145 -6.4315 -2.9779
O -8.0526 1.5046 1.6860
O 2.9592 6.8186 -2.1041
O 2.9414 5.9217 0.3112
O -0.3884 -7.0243 -0.5040
O -8.2565 -0.3025 3.2455
O -6.5435 1.6327 3.5234
O 1.6788 -7.8417 -1.1711
O -3.0759 -0.1421 -1.4260
O 2.9128 8.3535 -0.2491
O -1.0706 -0.4400 -0.4828
O 0.8989 6.4795 -1.0380
O 1.4158 -5.3056 -0.7881
N 4.9539 0.2822 -0.1738
N 5.4047 -1.4985 -1.6327
N 3.9432 -1.7568 0.2322
C 0.5235 -1.0061 1.2670
C -8.0458 -0.8674 4.5425
C 1.5876 -2.0822 1.0056
C -0.8442 -1.3076 0.6395
C 3.0773 -7.8157 -1.4436
C 4.3742 6.7699 -2.2689
C -2.6675 1.1292 0.5386
C 4.7513 -0.9623 -0.5083
C 0.0415 7.4009 -1.7462
C -8.6584 0.9731 0.4868
C 0.2513 -7.2981 -3.8417
C -1.2815 -8.0471 -0.9966
C 2.2617 9.5303 -0.7689
C 3.6712 3.2107 1.8277
C -2.3167 0.1299 -0.5346
C 4.3640 0.9555 0.9816
C -5.7340 -1.5214 1.7437
C 2.4826 -1.7952 -0.2166
C 4.6324 2.4514 0.9236
H 4.7736 0.5526 1.9094
H -3.1660 1.9705 0.0647
H -7.9012 0.6622 -0.2332
H 0.3741 -0.9495 2.3458
H 6.3527 -1.7913 -1.3979
H 3.5683 -8.4307 -0.6928
H 4.2982 -2.7044 0.1397
H 5.6692 2.6604 1.1846
H 3.2783 -8.2372 -2.4301
H -2.0037 -8.2418 -0.2106
H 0.6399 -7.1676 -4.8467
H 2.2095 -0.8732 -0.7188
H 5.5887 0.8224 -0.7461
H -1.8105 -7.7107 -1.8876
H 0.3717 -8.3407 -3.5418
H -3.3810 0.6695 1.2246
H -0.8032 -7.0254 -3.8306
H 1.1317 -3.0668 0.9036
H 0.8237 -0.0197 0.9233
H 0.4953 7.6867 -2.6948
H 5.5253 -0.7832 -2.3466
H -0.1615 8.2874 -1.1469
H 4.4162 2.7599 -0.1049
H -7.7191 -1.9041 4.4542
H -9.3108 0.1327 0.7262
H 2.1822 9.4767 -1.8563
H 1.2735 9.6523 -0.3276
H -9.0014 -0.8405 5.0601
H 2.2347 -2.1259 1.8809
H -9.2502 1.7714 0.0499
H 2.6548 3.1906 1.4477
H 3.9476 4.2611 1.8621
H -4.9409 -2.1807 2.0879
H -1.8152 1.4952 1.1055
H -6.6563 -2.0996 1.6454
H 2.4089 -2.6513 -0.8861
H 2.8784 10.3807 -0.4965
H -0.8931 6.8832 -1.9354
H -0.9461 -2.3515 0.3411
H 4.7602 7.7600 -2.5162
H 4.5850 6.0958 -3.0969
H -5.4552 -1.1084 0.7727
H 3.4722 -6.8007 -1.3956
H 4.8668 6.4048 -1.3672
H 3.6731 2.8280 2.8497
H -1.6149 -1.1109 1.3895
H -7.3083 -0.2952 5.1033
H -0.7268 -8.9597 -1.2125
*
```

Properties
* highest occupied orbital energy: -11.075 eV
* orbital gap: 0.282 Eh

From a Löwdin analysis of the wavefunction, the atomic charges in e read: P 0.443; P 0.387; P 0.398; F 0.047; O -0.239; O -0.208; O -0.200; O -0.249; O -0.226; O -0.192; O -0.242; O -0.257; O -0.252; O 0.122; O -0.199; O -0.038; O -0.190; O -0.238; N 0.202; N 0.160; N 0.077; C -0.158; C -0.091; C -0.163; C -0.161; C -0.104; C -0.106; C 0.024; C -0.351; C -0.075; C -0.085; C -0.082; C -0.074; C -0.081; C -0.089; C -0.520; C -0.319; C -0.101; C -0.111; C -0.170; H 0.171; H 0.095; H 0.083; H 0.116; H 0.123; H 0.089; H 0.148; H 0.125; H 0.086; H 0.094; H 0.093; H 0.121; H 0.171; H 0.079; H 0.092; H 0.082; H 0.083; H 0.101; H 0.100; H 0.092; H 0.109; H 0.076; H 0.122; H 0.085; H 0.086; H 0.092; H 0.081; H 0.091; H 0.110; H 0.089; H 0.079; H 0.065; H 0.085; H 0.088; H 0.087; H 0.113; H 0.094; H 0.094; H 0.129; H 0.087; H 0.085; H 0.077; H 0.078; H 0.080; H 0.086; H 0.118; H 0.087; H 0.092

A 6-piece molecular cluster, C19H48INO17S5 overall, computed with ωB97M-V with the def2-TZVPD basis set.

```
! RIJCOSX wB97M-V def2-TZVPD def2/J DEFGRID3
* xyz 0 1
I -0.4381 0.8675 -2.5047
S -5.6567 -4.3532 8.8895
S 0.9364 5.4876 -2.9913
S -4.4832 0.7873 4.6491
S 1.9294 -0.5208 -5.8951
S 7.5917 0.1066 -5.1482
O 2.6901 -1.1229 -7.1557
O 0.5998 4.9212 -1.7221
O -0.3758 5.5304 -3.8946
O 2.6868 0.5856 -5.3906
O -4.3465 0.3242 -0.3293
O 1.6040 6.7489 -3.0717
O -5.2421 -5.4197 7.7814
O -4.4873 -3.6336 9.2927
O 6.6227 -0.5577 -4.3328
O -4.4558 -0.3692 5.7450
O -6.5003 -4.9825 9.8546
O 8.7879 0.6003 -4.2210
O 8.1276 -0.5308 -6.3105
O -3.6948 -1.2590 1.0528
O -5.2828 1.8679 5.1292
O 1.5220 -1.5836 -5.0341
O -3.1383 1.0183 4.2052
N -2.6866 0.8314 1.1021
C -3.5879 -0.2023 6.8863
C 4.0648 -1.5284 -6.9847
C 9.4487 -0.3781 -3.3943
C 0.5935 0.0236 0.2028
C -1.6203 1.3154 0.2316
C 1.8288 4.3061 -3.9446
C -1.4041 7.7092 -3.3875
C -4.1962 -6.3569 8.1052
C -1.5370 6.1985 -3.3646
C -3.6198 0.0144 0.5152
C -0.7839 0.2175 -0.4602
C 6.9834 1.6950 -5.6016
C -5.3636 -0.0930 3.4094
C -6.6467 -3.3272 7.8559
C 0.5162 0.0858 -6.7532
C -4.6582 -7.4429 9.0576
C 4.1975 -2.8295 -6.2196
C -4.1274 0.8082 7.8801
C 10.3654 -1.2901 -4.1868
H 4.6294 -0.7298 -6.5008
H -4.1407 1.8124 7.4590
H -2.3423 8.1726 -3.0815
H -6.3088 -0.4357 3.8220
H 1.9146 4.6711 -4.9646
H -7.0886 -2.5649 8.4938
H -1.2694 -0.7415 -0.5111
H -6.0153 -2.8692 7.0984
H -3.5046 0.8232 8.7745
H 1.3999 0.3411 -0.4258
H 5.2393 -3.1492 -6.2050
H 9.8024 -1.9208 -4.8731
H -7.4263 -3.9342 7.4038
H 10.9241 -1.9384 -3.5115
H -3.8718 -8.1866 9.1878
H -0.1691 0.4764 -6.0032
H 1.3080 3.3538 -3.9105
H 8.7056 -0.9480 -2.8339
H -3.8997 -6.7988 7.1560
H 2.8159 4.2125 -3.4980
H -5.5453 0.5971 2.5872
H 11.0676 -0.7049 -4.7804
H 7.7907 2.2621 -6.0572
H -2.5819 0.0646 6.5582
H -5.5521 -7.9339 8.6732
H -1.9966 2.0281 -0.4715
H 10.0293 0.1959 -2.6750
H -3.3315 -5.8210 8.5005
H 0.8251 0.8742 -7.4339
H -5.1501 0.5584 8.1627
H 6.1832 1.5372 -6.3217
H 4.4650 -1.6517 -7.9891
H -2.7979 -1.6113 1.0808
H -4.7536 -0.9244 3.0772
H -3.5286 -1.1804 7.3614
H 0.7255 -1.0298 0.4061
H -1.7449 5.8314 -2.3581
H -1.1460 8.0555 -4.3883
H 0.6707 0.5539 1.1406
H -4.9039 -7.0349 10.0368
H -2.3641 5.8900 -4.0009
H 3.8635 -2.7197 -5.1892
H -0.9479 1.8691 0.8608
H 3.5896 -3.6079 -6.6816
H -0.6217 8.0497 -2.7111
H 6.6020 2.1939 -4.7154
H -2.3637 0.4809 1.9942
H 0.0521 -0.7375 -7.2891
*
```

Properties
* highest occupied orbital energy: -9.396 eV
* orbital gap: 0.352 Eh

From a Löwdin analysis of the wavefunction, the atomic charges in e read: I 0.912; S 0.565; S 0.556; S 0.581; S 0.533; S 0.556; O -0.260; O -0.285; O -0.266; O -0.291; O 0.179; O -0.275; O -0.264; O -0.280; O -0.273; O -0.270; O -0.271; O -0.262; O -0.277; O 0.067; O -0.265; O -0.285; O -0.284; N 0.078; C -0.247; C -0.244; C -0.251; C -0.158; C -0.256; C -0.120; C -0.074; C -0.253; C -0.252; C -0.658; C -0.696; C -0.115; C -0.114; C -0.116; C -0.118; C -0.074; C -0.067; C -0.069; C -0.074; H 0.094; H 0.071; H 0.081; H 0.080; H 0.077; H 0.079; H 0.058; H 0.066; H 0.084; H 0.032; H 0.083; H 0.070; H 0.076; H 0.081; H 0.081; H 0.055; H 0.032; H 0.115; H 0.121; H 0.080; H 0.084; H 0.085; H 0.076; H 0.115; H 0.085; H 0.071; H 0.121; H 0.114; H 0.075; H 0.083; H 0.071; H 0.124; H 0.106; H 0.057; H 0.115; H 0.070; H 0.115; H 0.084; H 0.071; H 0.070; H 0.121; H 0.073; H 0.114; H 0.084; H 0.070; H 0.077; H 0.112; H 0.077

C19H48O22S6V as an isolated structure, computed with ωB97M-V with the def2-TZVPD basis set.

```
! RIJCOSX wB97M-V def2-TZVPD def2/J DEFGRID3
* xyz 0 2
V -2.6957 -1.5077 0.0700
S 1.9027 -1.7252 -4.7147
S -2.7257 4.6750 -0.2573
S 1.6872 2.6770 3.0805
S -1.6076 -2.3870 3.2941
S 4.8037 -1.8187 1.1728
S -2.9188 0.5409 -2.7537
O 2.8638 -0.7109 -5.4540
O -3.6575 1.7101 -2.4676
O -1.7415 5.5864 0.2328
O -0.6309 -1.6469 -0.4132
O 0.5923 -1.2992 -5.0870
O -0.8794 -3.7729 3.2748
O -1.4238 0.1449 0.4586
O 5.0885 -2.1972 -0.1705
O 3.7712 -2.8784 1.7562
O -2.9164 -2.8448 -0.7254
O 3.0617 3.0104 3.0079
O -2.2147 -2.3559 1.9914
O -3.3413 0.0183 -4.1526
O 1.2148 1.4838 3.7147
O 0.7249 0.1690 -0.3441
O 0.9550 3.9256 3.7234
O 2.3763 -3.0344 -4.9802
O -3.0072 4.5963 -1.6448
O 5.8372 -1.7193 2.1283
O -3.0439 -0.5625 -1.8182
O -4.1382 4.9786 0.4201
O -2.4174 -2.3246 4.4638
C 4.2713 -0.9992 -5.5762
C 2.1740 -1.2446 -3.0378
C -0.2674 -1.2219 3.3928
C -4.1080 5.4324 1.7817
C 0.7847 -5.3580 3.9330
C -0.4581 3.7972 4.0293
C 3.8825 -0.3133 1.1680
C -1.2113 0.9338 -2.9631
C -2.3971 3.0546 0.3810
C 4.5604 -1.6540 -6.9083
C -0.0976 -4.2286 4.4185
C -0.3244 -0.4075 -0.0366
C -3.5926 -1.6320 -5.8546
C 2.5656 -3.1145 1.0048
C -2.8176 -1.2854 -4.5959
C -5.4690 5.2100 2.3760
C -0.6798 4.1198 5.4935
C 2.6341 -4.3164 0.1108
C 1.0644 2.7263 1.4224
H -0.4598 5.1785 5.6307
H 1.6695 1.9909 0.8932
H 0.2849 -6.3213 4.0005
H 3.2516 -0.2089 2.0495
H 1.6371 -5.4649 4.6120
H -3.1360 -2.5464 -6.2466
H -0.7838 -4.6145 5.1683
H -3.2535 2.4305 0.1386
H -0.7890 1.1335 -1.9793
H 3.2431 -0.2219 0.2939
H 3.1205 -1.6247 -2.6668
H 2.1889 -0.1584 -3.1100
H -6.2222 5.7046 1.7598
H 0.2229 -1.3484 2.4267
H -3.8229 6.4808 1.8137
H -1.7598 4.0487 5.6633
H 1.2221 -5.1475 2.9597
H 4.6395 -1.5864 -4.7352
H -1.2048 1.8062 -3.6100
H 1.7682 -3.2307 1.7396
H -0.1476 3.4617 6.1686
H 4.5414 0.5553 1.1394
H 1.3315 -1.5533 -2.4225
H -2.9007 -2.0114 -3.7897
H -0.7002 -0.2344 3.4952
H 4.2282 -2.6888 -6.8969
H 0.4012 -1.5220 4.1878
H -4.6072 -1.9671 -5.6299
H 0.5196 -3.4059 4.7693
H 2.7611 -5.2507 0.6569
H -5.5399 5.5179 3.4154
H -0.7014 0.0814 -3.4107
H 4.7402 -0.0157 -5.6010
H -0.9476 4.5299 3.3874
H 4.0703 -1.0509 -7.6708
H -1.7634 -1.1884 -4.8676
H 1.0994 3.7260 1.0129
H -3.6036 -0.8107 -6.5600
H -2.2557 3.1511 1.4523
H -0.8114 2.7868 3.8203
H 1.6937 -4.3921 -0.4415
H -5.7338 4.1499 2.3300
H -1.5501 2.6346 -0.1514
H 2.3027 -2.2392 0.4158
H -3.4030 4.8211 2.3525
H 5.6295 -1.6304 -7.1240
H 0.0931 2.2327 1.4692
H 3.4037 -4.2169 -0.6535
*
```

Properties
* ΔE to the lowest compared entry with this formula, charge and spin: 0.00 kJ/mol
* highest occupied orbital energy (alpha / beta): -9.846 / -9.926 eV
* orbital gap (alpha / beta): 0.306 / 0.318 Eh

From a Löwdin analysis of the wavefunction, the atomic charges in e read: V 1.123; S 0.562; S 0.563; S 0.555; S 0.622; S 0.556; S 0.609; O -0.265; O -0.224; O -0.274; O -0.117; O -0.281; O -0.240; O -0.186; O -0.274; O -0.242; O -0.267; O -0.256; O -0.329; O -0.221; O -0.292; O 0.007; O -0.247; O -0.257; O -0.255; O -0.252; O -0.358; O -0.246; O -0.234; C -0.256; C -0.107; C -0.080; C -0.280; C -0.048; C -0.263; C -0.123; C -0.060; C -0.126; C -0.069; C -0.215; C -0.844; C -0.052; C -0.270; C -0.206; C -0.069; C -0.056; C -0.058; C -0.104; H 0.084; H 0.051; H 0.084; H 0.073; H 0.091; H 0.089; H 0.128; H 0.069; H 0.059; H 0.047; H 0.072; H 0.078; H 0.085; H 0.067; H 0.125; H 0.082; H 0.068; H 0.120; H 0.096; H 0.101; H 0.084; H 0.085; H 0.060; H 0.123; H 0.072; H 0.074; H 0.072; H 0.081; H 0.107; H 0.079; H 0.082; H 0.056; H 0.123; H 0.117; H 0.085; H 0.092; H 0.088; H 0.085; H 0.053; H 0.104; H 0.088; H 0.082; H 0.054; H 0.094; H 0.098; H 0.081; H 0.041; H 0.077

C19H49CaO9Sr as an isolated structure, computed with ωB97M-V with the def2-TZVPD basis set.

```
! RIJCOSX wB97M-V def2-TZVPD def2/J DEFGRID3
* xyz 3 1
Sr -3.5620 2.4499 -0.4945
Ca -2.2681 0.8561 3.0845
O -0.3607 1.6453 4.2079
O -3.6182 -0.7768 -2.6780
O -1.8999 3.7717 -2.2417
O 3.5906 1.7173 -1.5972
O -1.2461 0.2250 1.0688
O 1.8506 -0.6425 -2.3229
O -1.5829 0.5727 -0.9685
O -1.0886 -1.1408 3.9194
O 0.0667 -0.8323 -0.3071
C -5.3159 -2.3164 -2.6431
C 1.0543 1.8875 4.0279
C 2.1374 -1.9991 -2.6842
C -0.8772 3.3517 -4.3296
C -2.2849 -3.2661 4.7848
C 3.6730 1.9329 -0.1765
C 3.5021 0.5672 0.5833
C -3.5317 -2.2460 -0.8266
C 1.7034 0.6260 3.5993
C 5.0477 2.6703 0.0611
C -3.8914 -2.1068 -2.3089
C -0.7411 3.1424 -2.8016
C 2.2795 -3.0294 -1.5384
C -0.9486 -0.0358 -0.0937
C -1.2424 -2.8935 2.2996
C 1.0298 3.0227 2.9523
C -1.1915 -2.5984 3.8176
C 0.9065 -2.4916 -3.6055
C 0.5002 3.5792 -1.9829
H 2.2251 -4.0227 -1.9840
H -0.0473 -2.4215 -3.0825
H 1.4963 2.2960 4.9368
H 5.0234 3.7244 -0.2150
H 3.2487 0.8411 -1.7892
H 3.2972 -2.9701 -1.1527
H 3.7846 0.6288 1.6343
H 0.3037 -0.9575 0.6147
H 2.8897 2.6505 0.0676
H 5.3314 2.8020 1.1053
H -3.9025 -1.4691 -0.1582
H -0.4354 -1.0060 4.6099
H -0.3589 -2.3948 1.9009
H -3.7942 -3.2549 -0.5082
H -3.2461 -2.7850 4.6039
H 4.2214 -0.1251 0.1457
H -1.5940 4.6327 -1.9472
H -5.4964 -2.3246 -3.7180
H 2.5460 0.0558 0.4719
H -0.2005 -3.0169 3.9930
H -2.7027 -0.5354 -2.5189
H -0.7563 2.0699 -2.6077
H 2.7660 0.8287 3.4652
H 0.9080 -2.0819 -4.6155
H 1.6756 -0.1606 4.3533
H -6.0212 -1.7012 -2.0844
H -2.3650 -4.3388 4.6088
H 5.9001 2.2372 -0.4622
H 3.0173 -1.8326 -3.3056
H 0.0802 2.9898 2.4183
H 1.3130 2.8530 -1.9907
H -0.7867 2.4913 4.3643
H 1.1416 -3.5482 -3.7343
H 1.8418 3.1200 2.2317
H 1.5246 -3.0700 -0.7532
H -0.7504 4.3897 -4.6370
H -3.1851 -2.7111 -2.8783
H -0.1995 2.7861 -4.9691
H 0.2517 3.9657 -0.9945
H 1.0015 3.9556 3.5153
H -2.1668 -2.4801 1.8961
H -1.8568 -3.1206 5.7766
H -1.0460 -3.9337 2.0401
H -5.6451 -3.3095 -2.3377
H 0.8764 4.4042 -2.5878
H 1.1620 -0.8578 -1.6897
H -2.4470 -2.1542 -0.7711
H -1.8365 3.0642 -4.7598
H 1.3227 0.1549 2.6931
*
```

Properties
* ΔE to the lowest compared entry with this formula, charge and spin: 442.96 kJ/mol
* highest occupied orbital energy: -15.709 eV
* orbital gap: 0.121 Eh

From a Löwdin analysis of the wavefunction, the atomic charges in e read: Sr 1.748; Ca 1.661; O -0.220; O -0.070; O -0.178; O -0.065; O -0.168; O -0.088; O -0.079; O -0.194; O 0.161; C -0.044; C -0.379; C -0.399; C -0.018; C 0.008; C -0.423; C -0.036; C -0.047; C -0.038; C -0.035; C -0.489; C -0.445; C -0.044; C -0.818; C -0.030; C 0.000; C -0.389; C -0.028; C -0.007; H 0.080; H 0.058; H 0.163; H 0.075; H 0.040; H 0.082; H 0.057; H 0.109; H 0.092; H 0.069; H 0.062; H 0.088; H 0.060; H 0.099; H 0.072; H 0.093; H 0.094; H 0.102; H 0.043; H 0.143; H 0.052; H 0.103; H 0.098; H 0.079; H 0.096; H 0.088; H 0.095; H 0.088; H 0.145; H 0.053; H 0.078; H 0.085; H 0.068; H 0.087; H 0.063; H 0.090; H 0.153; H 0.097; H 0.073; H 0.095; H 0.068; H 0.084; H 0.110; H 0.094; H 0.097; H 0.013; H 0.059; H 0.084; H 0.074

Values for energy, eV, ordered as above
-84197.9198, -119053.8936, -156224.5326, -58174.1271